Entry 1:
Density functional theory data (the ωB97M-V functional and the def2-TZVPD basis) for a cluster of 2 separate species, C5H11NO in total at a distorted geometry.

Calculated values
Relative energy (zero: lowest compared OMol25 entry of this formula, charge and spin) (eV): 6.257
DFT total energy (eV): -8895.4403
HOMO level (eV): -8.611
Largest force on an atom (eV Å⁻¹): 4.14
M (u): 101.15

Geometry as ORCA input:
```
! RIJCOSX wB97M-V def2-TZVPD def2/J DEFGRID3
* xyz 0 1
C -1.01 -1.64 0.21
C 1.95 2.27 -0.77
C 0.78 1.51 -2.80
C -1.26 -2.41 2.53
C 1.02 1.44 -1.26
N -1.17 -1.52 1.42
O -1.24 -0.17 1.80
H -0.77 -2.67 -0.02
H 2.18 2.18 0.35
H 2.44 3.15 -1.10
H -1.48 0.43 1.10
H 1.20 0.68 -3.35
H -0.31 1.48 -2.85
H 1.03 2.51 -3.14
H -0.93 -3.36 2.36
H -2.24 -2.51 2.90
H -0.69 -1.98 3.32
H 0.50 0.61 -0.69
*
```

=====

Entry 2:
Density functional theory data (the ωB97M-V functional and the def2-TZVPD basis) for a structure of composition C5H11NO at a distorted geometry.

Calculated values
Relative energy (zero: lowest compared OMol25 entry of this formula, charge and spin) (eV): 7.432
DFT total energy (eV): -8894.2653
HOMO level (eV): -7.213
Largest force on an atom (eV Å⁻¹): 5.78
M (u): 101.15

Geometry as ORCA input:
```
! RIJCOSX wB97M-V def2-TZVPD def2/J DEFGRID3
* xyz 0 1
C -0.43 -0.79 -0.26
C 1.28 -0.81 0.64
C 2.46 -0.47 -0.24
C -0.40 0.57 -0.11
N -3.10 0.11 0.34
C -0.03 1.82 -0.10
O -2.24 0.25 -0.79
H -3.55 1.02 0.45
H -3.84 -0.52 0.04
H -1.05 -1.37 0.42
H -0.18 -1.21 -1.23
H 1.26 -0.27 1.59
H 1.23 -1.88 0.87
H 0.96 2.14 0.22
H -0.71 2.58 -0.45
H 2.63 0.60 -0.30
H 3.38 -0.91 0.16
H 2.33 -0.86 -1.25
*
```

=====

Entry 3:
Density functional theory data (the ωB97M-V functional and the def2-TZVPD basis) for the molecule C5H11NO at a distorted geometry.

Calculated values
Relative energy (zero: lowest compared OMol25 entry of this formula, charge and spin) (eV): 2.392
DFT total energy (eV): -8899.3058
HOMO level (eV): -9.878
Largest force on an atom (eV Å⁻¹): 2.24
M (u): 101.15
SMILES: C=NCCCCO

Geometry as ORCA input:
```
! RIJCOSX wB97M-V def2-TZVPD def2/J DEFGRID3
* xyz 0 1
C -1.93 2.64 -1.03
N -1.00 1.86 -1.40
C -0.92 0.56 -0.81
C 0.56 0.14 -0.52
C 0.72 -0.48 0.91
C 1.68 -1.68 0.91
O 1.02 -2.90 1.36
H -2.06 3.59 -1.53
H -2.59 2.34 -0.21
H -1.30 -0.15 -1.54
H -1.55 0.42 0.09
H 1.15 1.04 -0.58
H 0.77 -0.57 -1.30
H -0.27 -0.88 1.15
H 1.10 0.32 1.54
H 2.42 -1.57 1.68
H 2.14 -1.93 -0.04
H 0.06 -2.76 1.33
*
```

=====

Entry 4:
Density functional theory data (the ωB97M-V functional and the def2-TZVPD basis) for a cluster of 2 separate species, C5H11NO in total at a distorted geometry.

Calculated values
Relative energy (zero: lowest compared OMol25 entry of this formula, charge and spin) (eV): 2.072
DFT total energy (eV): -8899.6252
HOMO level (eV): -8.174
Largest force on an atom (eV Å⁻¹): 1.95
M (u): 101.15
SMILES: C=C/C=C(/C)N.O

Geometry as ORCA input:
```
! RIJCOSX wB97M-V def2-TZVPD def2/J DEFGRID3
* xyz 0 1
C 0.21 2.38 -0.94
C 0.50 1.07 -1.03
C -0.14 0.03 -0.25
C 0.08 -1.28 -0.36
C -0.57 -2.34 0.52
N 0.81 -1.87 -1.43
H 0.94 2.98 -1.48
H -0.64 2.89 -0.51
H 1.37 0.75 -1.57
H -0.87 0.47 0.42
H -0.05 -2.50 1.46
H -1.62 -2.06 0.64
H -0.54 -3.27 -0.04
H 1.71 -2.22 -1.10
H 1.09 -1.19 -2.12
O -1.11 2.04 2.63
H -0.65 2.23 1.79
H -0.52 1.89 3.37
*
```

=====

Entry 5:
Density functional theory data (the ωB97M-V functional and the def2-TZVPD basis) for the molecule C5H11NO at a distorted geometry.

Calculated values
Relative energy (zero: lowest compared OMol25 entry of this formula, charge and spin) (eV): 2.848
DFT total energy (eV): -8898.8497
HOMO level (eV): -8.981
Largest force on an atom (eV Å⁻¹): 1.32
M (u): 101.15
SMILES: CCN1C[C@H]1CO

Geometry as ORCA input:
```
! RIJCOSX wB97M-V def2-TZVPD def2/J DEFGRID3
* xyz 0 1
C -0.09 2.26 0.46
C 1.00 1.20 0.52
N 0.35 -0.08 0.48
C 0.95 -1.36 0.65
C 0.21 -0.91 -0.66
C -1.10 -1.59 -1.02
O -2.24 -0.77 -0.98
H 0.33 3.26 0.49
H -0.78 2.13 1.31
H -0.68 2.14 -0.46
H 1.75 1.35 -0.28
H 1.53 1.24 1.48
H 1.98 -1.66 0.49
H 0.55 -1.82 1.57
H 0.76 -0.53 -1.56
H -1.03 -1.98 -2.05
H -1.19 -2.46 -0.36
H -2.30 -0.44 -0.07
*
```

=====

Entry 6:
Density functional theory data (the ωB97M-V functional and the def2-TZVPD basis) for the molecule C5H11NO at a distorted geometry.

Calculated values
Relative energy (zero: lowest compared OMol25 entry of this formula, charge and spin) (eV): 3.232
DFT total energy (eV): -8898.4652
HOMO level (eV): -8.403
Largest force on an atom (eV Å⁻¹): 4.94
M (u): 101.15
SMILES: C[C@H](C=O)N(C)C

Geometry as ORCA input:
```
! RIJCOSX wB97M-V def2-TZVPD def2/J DEFGRID3
* xyz 0 1
C 0.90 1.67 0.93
C 0.03 0.45 0.74
C 0.97 -0.80 1.12
O 1.11 -1.02 2.36
N -0.65 0.17 -0.53
C 0.12 -0.15 -1.76
C -1.69 -0.86 -0.33
H 1.80 1.62 0.30
H 0.54 2.55 0.49
H 1.13 1.67 2.00
H -0.84 0.41 1.49
H 1.43 -1.54 0.34
H 0.99 0.65 -1.86
H -0.57 -0.11 -2.52
H 0.53 -1.09 -1.95
H -2.11 -0.64 0.60
H -2.48 -1.12 -1.10
H -1.22 -1.85 -0.33
*
```